(1)
A structure of composition C30H50BrIrN3O2P, computed with the ωB97M-V functional and the def2-TZVPD basis.

Computed properties:
Multiplicity   6
E_LUMO (alpha / beta)   -0.27697 / -0.47228 hartree
Net charge   +3
HOMO (alpha / beta)   -16.3 / -17.5 eV

The geometry in XYZ format:
```
88
Properties=species:S:1:pos:R:3:forces:R:3:lowdin_charge:R:1
Ir 0.39497 -2.66492 0.15034 0.2943 -0.3156 0.4400 1.340
N 2.05113 -2.05527 4.09390 -0.1625 -0.1222 -0.0402 0.246
C 1.76794 -2.06431 2.80307 0.3488 0.2029 0.2175 -0.512
O 0.63098 -2.39564 2.39687 -0.1845 -0.1386 -0.5963 -0.098
C 2.82657 -1.61013 1.82711 -0.0122 -0.0768 0.0015 -0.171
C 2.69218 -2.31464 0.50722 -0.4128 0.2507 0.0545 -0.123
H 1.35980 -2.36840 4.76102 -0.0307 0.0305 -0.0010 0.149
H 2.97141 -1.83932 4.44149 0.0386 0.0307 -0.0530 0.141
H 3.82694 -1.76792 2.24594 -0.0020 0.0294 0.0011 0.142
H 2.70511 -0.52950 1.70204 -0.0100 -0.0001 0.0139 0.108
H 2.82268 -3.40153 0.56420 -0.1464 -0.0345 -0.1125 0.073
H 3.24721 -1.86690 -0.30783 -0.0874 -0.0217 -0.0703 0.059
C -5.33740 -2.51413 0.05870 -0.0297 -0.0289 0.0942 -0.013
C -4.06629 -2.45180 -0.73036 0.1755 0.0191 -0.0763 -0.224
C -4.04759 -2.40327 -2.12320 0.0266 -0.0078 0.0672 0.035
C -2.84464 -2.36422 -2.81863 0.0746 0.0022 -0.0825 -0.051
C -1.68501 -2.36518 -2.07798 0.1207 0.0485 0.0139 -0.730
Br 0.04579 -2.34164 -2.86962 -0.1785 -0.0092 -0.0310 0.841
N -1.67112 -2.40191 -0.74737 0.6034 0.1423 0.1287 -0.128
C -2.83081 -2.45164 -0.08699 -0.2827 -0.0100 0.0649 -0.076
H -6.20849 -2.49348 -0.59134 -0.0017 0.0026 0.0000 0.095
H -5.40803 -1.67757 0.75553 -0.0106 0.0015 -0.0179 0.095
H -5.37524 -3.43049 0.64946 -0.0288 0.0035 -0.0160 0.103
H -4.97970 -2.40782 -2.67471 0.0000 -0.0046 -0.0038 0.141
H -2.81057 -2.34844 -3.89898 -0.0208 0.0087 0.0067 0.127
H -2.77129 -2.50213 0.99471 0.0377 0.0184 -0.0153 0.140
O 0.36956 -0.27847 -0.00335 -0.1185 0.1138 -0.1173 -0.387
P 0.21859 1.19081 -0.30557 0.6466 0.4335 1.1564 0.966
C 1.29147 1.65051 -1.77751 0.1963 -0.0879 -0.7952 -0.290
C 1.54064 3.16044 -1.91088 0.0202 0.1771 0.1812 -0.163
C 3.04135 3.48795 -1.93641 0.0015 -0.1464 0.0403 -0.170
C 3.73783 2.70575 -3.04714 0.1836 0.0989 -0.0893 -0.158
C 3.37106 1.21223 -3.03262 0.0801 0.1153 -0.2591 -0.148
C 2.57907 0.81304 -1.78509 -0.0970 -0.1413 0.3367 -0.195
C 0.48447 2.18717 1.21590 -0.1627 -0.3216 -0.5447 -0.329
C 0.02797 1.37127 2.43227 -0.1212 0.0055 0.0573 -0.198
C -0.03999 2.29509 3.65364 0.0085 0.0163 0.0772 -0.160
C 1.09898 3.32812 3.65105 0.0293 0.0809 0.0243 -0.172
C 2.30582 2.80794 2.87977 -0.1350 -0.0264 -0.0096 -0.168
C 1.96661 2.60243 1.38866 0.1272 0.0348 0.1961 -0.167
C -1.51953 1.44065 -1.04575 -1.0665 -0.1005 -0.8366 -0.260
C -1.72418 2.74703 -1.79571 0.3411 0.2720 0.2287 -0.155
C -2.11562 3.92997 -0.91455 -0.0448 -0.0245 0.0998 -0.171
C -3.30895 3.59030 -0.02631 0.0067 -0.0665 -0.0601 -0.168
C -3.01162 2.37117 0.84292 0.0096 0.1138 -0.0769 -0.169
C -2.59562 1.16076 0.00783 0.2789 0.1309 0.5177 -0.167
H 0.67970 1.29285 -2.61508 -0.0406 0.0029 0.0874 0.127
H 1.07269 3.72796 -1.09692 -0.0314 0.0528 -0.0960 0.111
H 1.09355 3.51564 -2.84113 -0.0749 -0.0164 0.0639 0.130
H 3.49224 3.25483 -0.96967 0.0143 0.0352 -0.0248 0.105
H 3.16463 4.55895 -2.09138 -0.0400 0.0214 0.0405 0.134
H 4.81564 2.84069 -2.93703 -0.0220 -0.0713 0.0481 0.127
H 3.49816 3.14111 -4.01833 -0.1087 -0.0100 0.0360 0.124
H 4.27283 0.59696 -3.07305 -0.0347 -0.0441 0.0765 0.130
H 2.79733 0.94893 -3.92521 -0.0514 0.0126 0.0452 0.124
H 3.18006 0.99575 -0.89270 -0.0078 -0.0354 -0.0035 0.110
H 2.32194 -0.24626 -1.81219 0.0254 0.0170 0.0144 0.077
H -0.13547 3.08442 1.13531 0.0109 -0.0049 -0.0705 0.113
H 0.74807 0.56550 2.59249 0.0024 0.0050 0.0064 0.094
H -0.93644 0.88378 2.27339 0.0272 0.0090 -0.0075 0.102
H -0.00279 1.68108 4.55505 0.0315 0.0133 -0.0028 0.121
H -1.00229 2.81084 3.68041 -0.0108 -0.0365 -0.0339 0.115
H 1.38031 3.57691 4.67328 0.0054 -0.0069 -0.0074 0.124
H 0.76754 4.26948 3.20293 -0.0285 -0.0303 -0.0277 0.123
H 2.63479 1.86337 3.32248 0.0609 0.0233 0.0015 0.112
H 3.13676 3.50801 2.95530 0.0559 -0.0634 0.0061 0.127
H 2.62967 1.83672 0.97660 0.0333 0.0507 -0.0408 0.093
H 2.15611 3.53053 0.85006 -0.0197 -0.0554 -0.0514 0.111
H -1.48253 0.60905 -1.76339 0.1828 0.0018 0.0865 0.115
H -2.54211 2.55277 -2.50270 0.0101 -0.1327 -0.0214 0.156
H -0.85735 2.99599 -2.41197 -0.1985 -0.0664 -0.0726 0.094
H -2.34823 4.78267 -1.55171 0.0417 0.0053 -0.0123 0.132
H -1.26939 4.23330 -0.28797 -0.0048 0.0462 -0.0421 0.105
H -4.18273 3.39219 -0.65522 -0.0025 0.0186 0.0184 0.129
H -3.56154 4.44202 0.60362 -0.0270 -0.0005 -0.0058 0.128
H -3.89205 2.10344 1.42906 0.0296 -0.0264 0.0252 0.131
H -2.22985 2.63032 1.56222 -0.0302 -0.0622 0.0266 0.092
H -3.47128 0.81869 -0.56034 0.0821 -0.0425 -0.1736 0.143
H -2.29575 0.32815 0.64752 -0.1093 -0.0711 -0.0386 0.093
C -0.09746 -7.93430 -1.43783 0.0002 0.0852 0.0111 -0.056
C 0.37153 -7.40410 -0.06650 -0.0696 -0.6576 -0.2180 -0.175
C 0.31727 -5.96801 -0.01826 -0.0327 0.4723 0.0456 -0.113
N 0.24953 -4.82057 -0.01421 -0.0280 -0.2621 0.0657 0.058
H -0.04635 -9.01984 -1.42896 0.0090 -0.0013 0.0278 0.095
H 0.54115 -7.56597 -2.23842 0.0027 -0.0125 0.0059 0.088
H -1.12596 -7.63927 -1.63739 0.0031 -0.0185 0.0005 0.086
H 1.39625 -7.72227 0.13861 0.0039 0.0879 0.0552 0.141
H -0.26256 -7.79429 0.73353 0.0382 0.0692 0.0412 0.142
```
Positions in Å, forces in eV/Å.



(2)
A structure of composition C22H30O2SiTi, computed with the ωB97M-V functional and the def2-TZVPD basis.

Computed properties:
Multiplicity   3
E_LUMO (alpha / beta)   0.00592 / 0.00498 hartree
Net charge   0
HOMO (alpha / beta)   -5.3 / -6.7 eV

The geometry in XYZ format:
```
56
Properties=species:S:1:pos:R:3:forces:R:3:lowdin_charge:R:1
C -2.57728 -0.84575 -0.28313 -0.4581 -0.4387 0.5612 -0.195
C -1.74073 -1.76277 0.42475 -0.8189 0.0947 0.8878 -0.168
C -1.89569 -1.52598 1.83233 -0.9028 -0.5775 -0.6641 -0.164
H -1.13925 -2.55590 -0.02374 0.0196 0.5404 0.2268 0.114
C -2.89754 -0.50905 1.99445 -0.4998 -0.7644 -0.6243 -0.216
C -3.31079 -0.06552 0.68084 -0.5742 -1.2109 0.6471 -0.199
H -4.14492 0.59493 0.45694 0.2515 -0.0303 0.0867 0.106
H -2.74239 -0.84362 -1.36495 0.2363 0.0932 0.5177 0.109
H -1.42843 -2.10383 2.62782 -0.1147 0.2181 -0.2702 0.100
H -3.38472 -0.24427 2.93174 0.3285 0.0008 -0.3083 0.097
Ti -1.18740 0.47414 0.96502 1.0521 -3.3195 -1.5971 0.604
C 2.58702 0.95869 0.97322 1.3847 -0.9922 -1.6254 -0.231
H 2.35254 0.99912 2.03905 -0.3491 -0.2529 -0.3111 0.016
H 2.56356 1.96609 0.54775 -0.0196 0.0853 0.0858 0.003
H 3.60705 0.56294 0.87598 0.3887 0.4610 0.1211 0.012
Si 1.47742 -0.28033 -0.11673 -0.5988 1.3128 2.4599 0.518
C 1.79430 -0.06826 -1.94190 0.6013 0.1054 -0.4229 -0.281
C 1.07071 -0.90206 -2.81598 0.0610 0.4352 -0.4368 -0.126
H 0.49938 -1.74784 -2.41650 0.1114 0.3885 -0.0841 0.104
C 1.03679 -0.63510 -4.18876 0.1496 -0.2344 0.3744 -0.095
H 0.43383 -1.27465 -4.84402 0.3214 0.3000 0.1663 0.103
C 1.78352 0.43016 -4.69890 0.2553 0.2636 0.2743 -0.101
H 1.77684 0.62716 -5.77195 0.0182 0.0144 0.2940 0.097
C 2.55381 1.23212 -3.83719 -0.1946 -0.2033 -0.2548 -0.093
H 3.16012 2.04350 -4.24410 -0.2147 -0.1966 0.0518 0.097
C 2.55000 0.99070 -2.45914 -0.2182 -0.3430 -0.3915 -0.095
H 3.13152 1.61222 -1.77315 -0.1558 -0.1196 -0.3015 0.094
C 1.80675 -1.97992 0.57323 0.3635 0.0303 -0.1061 -0.274
C 2.27323 -2.99439 -0.26892 -0.1775 -0.4507 0.5828 -0.097
H 2.57909 -2.75228 -1.29047 -0.1437 -0.1860 0.2831 0.095
C 2.34192 -4.31255 0.20840 0.1134 0.1050 -0.1747 -0.094
H 2.69124 -5.10448 -0.46523 -0.1417 0.2487 0.3682 0.100
C 1.97256 -4.60447 1.52324 -0.0821 0.2533 -0.0015 -0.099
H 2.01700 -5.63244 1.88636 -0.0051 0.2776 -0.0953 0.096
C 1.55209 -3.57432 2.38179 0.1778 -0.0649 -0.3881 -0.090
H 1.28122 -3.79450 3.41236 0.0708 -0.0184 -0.1635 0.098
C 1.48383 -2.26383 1.90963 0.1079 -0.3701 -0.0231 -0.111
H 1.17556 -1.45368 2.57978 0.0501 -0.3199 -0.2997 0.097
H 0.55300 0.53711 1.03920 -0.1373 0.2946 0.9024 -0.050
H 0.03844 -0.60636 -0.51247 -0.5569 0.2809 -0.0839 -0.012
C -2.47888 2.25483 3.24036 0.5529 0.0734 -0.6253 -0.035
O -1.49847 2.01378 2.18569 0.0241 3.1299 0.7283 -0.347
C -0.97277 3.25117 1.50404 -0.1369 -0.9950 0.6319 -0.096
C -1.32985 3.23959 0.01618 -0.5198 -0.5387 -0.3938 -0.126
O -1.43239 1.85394 -0.46335 0.2829 2.8517 -1.3367 -0.348
C -1.85148 1.76687 -1.84838 0.1713 0.3126 0.2605 -0.030
H -2.41905 1.40533 3.93003 0.0145 0.3868 -0.2354 0.094
H -3.48075 2.32108 2.79325 0.2348 -0.0129 0.1983 0.105
H -2.20582 3.19243 3.73724 -0.1609 -0.2497 0.0568 0.093
H -1.42864 4.12152 1.99442 0.2481 -0.1503 -0.2004 0.125
H 0.12091 3.23789 1.65667 -0.5481 -0.0835 -0.0039 0.131
H -2.30159 3.73434 -0.14580 0.2339 -0.1869 -0.0178 0.135
H -0.55829 3.75696 -0.57607 -0.1957 -0.0998 0.2574 0.139
H -1.27099 0.97665 -2.34251 -0.1442 0.2274 0.2677 0.095
H -2.92560 1.54664 -1.89081 0.2404 0.0143 0.0450 0.098
H -1.66152 2.73627 -2.33765 0.0032 -0.3898 0.1041 0.100
```
Positions in Å, forces in eV/Å.



(3)
The molecule C3H3BrO2, computed with the ωB97M-V functional and the def2-TZVPD basis.

Computed properties:
SMILES string   C=C(Br)OC=O
E_LUMO   0.02536 hartree
Net charge   0
HOMO   -9.7 eV

The geometry in XYZ format:
```
9
Properties=species:S:1:pos:R:3:forces:R:3:lowdin_charge:R:1
C 1.42577 -0.33034 0.30987 -1.4478 3.5189 -1.4878 0.006
C -1.23409 0.67457 -0.85497 -1.8135 2.1693 -0.9965 -0.345
C 0.14612 -0.23477 0.66505 0.9988 -1.9873 1.7784 -0.749
O -0.83897 0.66399 0.43002 0.7446 0.4653 0.2713 -0.050
O -0.80091 -0.02322 -1.70459 -0.1863 -0.1489 -0.5008 0.111
Br -0.52278 -1.59613 1.91497 0.1486 0.4448 -0.6702 0.695
H 1.94387 -1.20308 0.50964 1.0516 -1.2804 0.6111 0.033
H 1.91409 0.51653 -0.28751 -0.8321 -1.4925 0.7834 0.116
H -2.03310 1.53245 -0.98247 1.3361 -1.6892 0.2111 0.184
```
Positions in Å, forces in eV/Å.



Record-wise E_tot values, in hartree: -4506.53934; -2145.57492; -2840.55988